## i
Computed, not measured: a single C17H20N2O4S molecule, with ωB97M-V/def2-TZVPD.

Geometry (Å):
C -3.660 -3.900 0.156
C -2.489 -2.949 -0.054
C -2.958 -1.541 -0.406
O -3.615 -0.991 0.727
C -4.452 0.098 0.476
C -3.713 1.425 0.205
C -2.467 1.606 1.091
C -1.345 1.929 0.118
S 0.132 0.871 0.209
C 1.239 2.276 0.044
N 2.487 2.316 0.002
C 3.364 1.247 -0.043
C 4.582 1.390 0.621
C 5.517 0.377 0.580
C 5.277 -0.791 -0.137
C 6.313 -1.871 -0.196
C 4.072 -0.915 -0.816
C 3.119 0.084 -0.771
N 0.487 3.430 0.045
C -0.860 3.372 0.186
O -1.592 4.317 0.331
C -1.983 1.733 -1.276
O -1.399 1.802 -2.314
O -3.271 1.464 -1.152
H -4.308 -3.520 0.942
H -4.242 -3.998 -0.758
H -3.303 -4.885 0.445
H -1.893 -2.891 0.858
H -1.849 -3.310 -0.861
H -3.650 -1.569 -1.259
H -2.091 -0.927 -0.687
H -5.052 0.221 1.381
H -5.117 -0.100 -0.377
H -4.421 2.252 0.325
H -2.609 2.416 1.805
H -2.262 0.678 1.628
H 4.770 2.296 1.177
H 6.453 0.493 1.108
H 5.880 -2.809 -0.533
H 6.768 -2.023 0.782
H 7.105 -1.592 -0.891
H 3.873 -1.809 -1.390
H 2.198 -0.021 -1.324
H 0.967 4.319 0.002

Calculated values
**SMILES**: CCCOC[C@H]1C[C@@]2(S/C(=N\c3ccc(C)cc3)NC2=O)C(=O)O1
**HOMO level**: -8.29 eV
**Lowest unoccupied orbital energy**: 0.61 eV

Atom charges from the Löwdin analysis, given in e for atoms 1 to 8:
1. C -0.10
2. C -0.22
3. C -0.21
4. O -0.14
5. C -0.15
6. C -0.22
7. C -0.07
8. C -0.48

## ii
Computed, not measured: a single C17H20N2O4S molecule, with ωB97M-V/def2-TZVPD.

Geometry (Å):
C 5.298 -1.612 -5.068
O 4.342 -0.659 -4.675
C 3.337 -1.051 -3.841
C 2.414 -0.061 -3.494
C 1.358 -0.354 -2.661
C 1.191 -1.638 -2.148
C 0.046 -1.929 -1.219
N 0.254 -1.267 0.056
C -0.024 -1.849 1.231
O -0.331 -3.017 1.366
C 0.040 -0.874 2.415
N -1.179 -0.086 2.509
C -2.380 -0.839 2.797
S -1.415 1.012 1.256
O -0.120 1.518 0.881
O -2.239 0.476 0.209
C -2.317 2.288 2.124
C -1.676 2.958 3.148
C -2.360 3.943 3.840
C -3.671 4.243 3.500
C -4.302 3.565 2.469
C -3.620 2.579 1.773
C 2.113 -2.613 -2.489
C 3.177 -2.333 -3.331
H 4.839 -2.440 -5.618
H 5.988 -1.084 -5.724
H 5.849 -2.008 -4.208
H 2.552 0.930 -3.896
H 0.649 0.419 -2.401
H -0.041 -2.998 -1.012
H -0.896 -1.569 -1.653
H 0.422 -0.270 0.025
H 0.156 -1.436 3.344
H 0.866 -0.172 2.294
H -2.609 -1.569 2.015
H -3.204 -0.133 2.878
H -2.253 -1.359 3.746
H -0.655 2.702 3.380
H -1.874 4.477 4.643
H -4.203 5.011 4.041
H -5.321 3.804 2.207
H -4.075 2.032 0.962
H 2.002 -3.613 -2.096
H 3.871 -3.121 -3.577

Calculated values
**SMILES**: COc1ccc(CNC(=O)CN(C)S(=O)(=O)c2ccccc2)cc1
**HOMO level**: -8.36 eV
**Lowest unoccupied orbital energy**: 0.47 eV

Atom charges from the Löwdin analysis, given in e for atoms 1 to 8:
1. C -0.09
2. O -0.09
3. C -0.28
4. C 0.00
5. C -0.03
6. C -0.22
7. C -0.12
8. N 0.08

The structure with the most favorable energy is i; the runner-up is 0.0455 hartree above it.

## i
Computed, not measured: a molecular structure, C15H36AlFN3O10P, with ωB97M-V/def2-TZVPD.

Geometry (Å):
Al -0.715 -2.831 0.847
F -1.232 -0.771 1.533
O 0.178 -1.859 -0.271
P 0.819 -0.802 -1.177
N 0.443 0.862 -0.701
C 0.297 1.973 -1.600
C 0.574 1.139 0.762
N 0.297 -0.951 -2.770
C 1.147 -1.733 -3.716
C -1.082 -0.589 -3.194
N 2.544 -0.770 -1.229
C 3.370 0.290 -1.904
C 3.282 -2.024 -0.862
H 0.312 1.707 -2.656
H 1.055 2.731 -1.405
H -0.635 2.504 -1.407
H -0.176 0.512 1.245
H 0.321 2.195 0.857
H 1.520 1.055 1.298
H 1.631 -2.547 -3.175
H 0.578 -2.287 -4.462
H 1.866 -1.087 -4.220
H -1.569 -1.562 -3.248
H -1.715 0.074 -2.604
H -1.023 -0.161 -4.195
H 4.196 0.649 -1.290
H 3.873 -0.172 -2.753
H 2.647 0.992 -2.318
H 4.339 -1.960 -1.122
H 2.892 -2.850 -1.457
H 3.246 -2.215 0.210
C -1.483 5.109 1.010
O -2.029 3.793 0.943
C -1.797 2.919 1.959
O -1.199 3.149 3.014
O -2.231 1.773 1.594
C -2.197 0.663 2.486
H -1.320 5.584 0.042
H -0.531 5.087 1.541
H -2.163 5.800 1.508
H -3.039 0.075 2.121
H -2.446 1.019 3.485
H -1.272 0.088 2.441
C -3.802 -3.007 -2.161
O -3.719 -1.616 -1.966
C -2.752 -1.094 -1.202
O -1.959 -1.692 -0.505
O -2.851 0.239 -1.202
C -2.044 1.057 -0.284
H -3.058 -3.335 -2.887
H -4.765 -3.168 -2.647
H -3.740 -3.536 -1.210
H -2.227 2.092 -0.572
H -0.993 0.864 -0.498
H -2.116 0.878 0.789
C 0.124 -0.180 3.299
O 1.448 -0.629 3.050
C 1.769 -1.693 2.445
O 1.031 -2.286 1.620
O 2.998 -2.097 2.720
C 3.820 -1.531 3.729
H 0.074 0.479 4.166
H -0.661 -0.935 3.354
H -0.199 0.522 2.530
H 3.884 -0.445 3.671
H 4.828 -1.912 3.894
H 3.339 -1.545 4.707

Calculated values
**Net charge**: +2
**HOMO level**: -13.91 eV
**Lowest unoccupied orbital energy**: -10.34 eV

Atom charges from the Löwdin analysis, given in e for atoms 1 to 8:
1. Al 0.88
2. F -0.35
3. O -0.27
4. P 0.84
5. N -0.27
6. C -0.08
7. C -0.02
8. N -0.27

## ii
Computed, not measured: a molecular structure, C15H36AlFN3O10P, with ωB97M-V/def2-TZVPD.

Geometry (Å):
Al -18.447 -16.805 -10.119
F -15.809 -18.655 -12.691
O -21.006 -17.062 -14.281
P -21.211 -17.669 -15.637
N -20.740 -19.323 -15.758
C -20.565 -20.241 -14.584
C -20.370 -19.926 -17.053
N -20.287 -16.863 -16.807
C -20.788 -15.543 -17.316
C -18.849 -16.987 -16.684
N -22.843 -17.576 -16.225
C -23.184 -18.048 -17.615
C -23.924 -16.929 -15.388
H -20.808 -19.694 -13.673
H -19.627 -20.793 -14.650
H -21.343 -20.995 -14.464
H -19.304 -20.131 -16.951
H -20.401 -19.195 -17.862
H -20.820 -20.895 -17.265
H -20.316 -15.427 -18.291
H -21.864 -15.502 -17.487
H -20.389 -14.753 -16.679
H -18.238 -16.129 -16.966
H -18.511 -17.221 -15.674
H -18.491 -17.794 -17.323
H -22.741 -17.388 -18.361
H -22.744 -19.017 -17.849
H -24.263 -18.153 -17.729
H -24.483 -16.305 -16.086
H -23.484 -16.291 -14.621
H -24.515 -17.740 -14.963
C -11.619 -18.613 -9.531
O -11.696 -18.571 -8.135
C -12.853 -18.257 -7.481
O -13.926 -17.971 -8.064
O -12.694 -18.303 -6.130
C -11.494 -18.850 -5.465
H -10.782 -19.253 -9.811
H -11.453 -17.646 -10.004
H -12.482 -19.125 -9.957
H -10.618 -18.229 -5.653
H -11.380 -19.823 -5.942
H -11.558 -19.149 -4.419
C -13.703 -11.100 -14.755
O -14.710 -11.942 -14.194
C -14.493 -13.185 -13.829
O -15.355 -13.796 -13.245
O -13.331 -13.584 -14.319
C -13.097 -14.989 -14.421
H -12.795 -11.159 -14.155
H -14.038 -10.063 -14.774
H -13.482 -11.441 -15.766
H -13.681 -15.370 -15.259
H -13.368 -15.566 -13.536
H -12.038 -15.227 -14.519
C -10.722 -26.409 -14.735
O -11.632 -25.514 -15.255
C -12.499 -25.010 -14.441
O -12.533 -25.311 -13.211
O -13.196 -24.049 -15.020
C -14.161 -23.345 -14.200
H -11.107 -27.314 -14.264
H -9.991 -25.924 -14.087
H -10.220 -26.843 -15.600
H -13.457 -22.676 -13.705
H -14.803 -23.829 -13.463
H -14.747 -22.756 -14.905

Calculated values
**Net charge**: +2
**HOMO level**: -13.47 eV
**Lowest unoccupied orbital energy**: -12.00 eV

Atom charges from the Löwdin analysis, given in e for atoms 1 to 8:
1. Al 0.98
2. F -0.41
3. O -0.25
4. P 0.62
5. N -0.18
6. C -0.02
7. C -0.06
8. N -0.24

The structure with the most favorable energy is ii; the runner-up is 0.1098 hartree above it.